#A
DFT (wB97M-V/def2-TZVPD) results for a single C22H29N3O4S molecule.

Calculated values
E_HOMO = -8.91 eV
SMILES = CCN(CC)S(=O)(=O)c1ccc(C(=O)NCC(=O)NCCCc2ccccc2)cc1

The geometry in ORCA input format:
```
! wB97M-V def2-TZVPD RIJCOSX def2/J DEFGRID3
* xyz 0 1
C 1.980 7.219 3.346
H 1.005 7.666 3.519
H 2.419 7.681 2.466
H 2.616 7.418 4.203
C 1.821 5.714 3.157
N 3.094 5.033 3.118
S 3.169 3.523 3.793
O 4.551 3.174 3.933
O 2.326 3.521 4.951
C 2.442 2.415 2.574
C 3.274 1.678 1.752
C 2.725 0.866 0.775
C 1.341 0.806 0.621
C 0.518 1.562 1.453
C 1.068 2.362 2.438
H 0.450 2.934 3.110
H -0.550 1.511 1.309
C 0.691 -0.006 -0.448
O -0.357 0.341 -0.974
N 1.341 -1.134 -0.802
H 2.098 -1.472 -0.232
C 0.876 -1.989 -1.873
H 0.485 -1.349 -2.670
H 1.714 -2.576 -2.249
C -0.241 -2.958 -1.432
O -0.082 -4.161 -1.428
N -1.363 -2.323 -1.075
H -1.384 -1.309 -1.135
C -2.579 -2.994 -0.673
C -3.729 -2.648 -1.619
H -4.661 -3.023 -1.194
C -3.528 -3.248 -3.017
C -3.780 -4.731 -3.018
C -2.739 -5.639 -2.877
C -2.994 -7.000 -2.851
C -4.291 -7.469 -2.966
C -5.335 -6.571 -3.105
C -5.079 -5.212 -3.129
H -5.898 -4.513 -3.241
H -6.350 -6.929 -3.197
H -4.489 -8.531 -2.948
H -2.175 -7.694 -2.740
H -1.723 -5.286 -2.781
H -2.510 -3.043 -3.352
H -4.220 -2.764 -3.710
H -3.803 -1.560 -1.696
H -2.835 -2.689 0.348
H -2.382 -4.067 -0.684
H 3.376 0.310 0.117
H 4.340 1.750 1.897
C 4.029 5.318 2.055
C 3.482 5.106 0.643
H 4.284 5.246 -0.077
H 2.695 5.823 0.419
H 3.080 4.102 0.526
H 4.878 4.657 2.236
H 4.375 6.350 2.163
H 1.300 5.294 4.019
H 1.231 5.508 2.252
*
```

---

#B
DFT (wB97M-V/def2-TZVPD) results for 2 unconnected molecules or ions with the total composition C22H29N3O4S.

Calculated values
E_HOMO = -6.34 eV

The geometry in ORCA input format:
```
! wB97M-V def2-TZVPD RIJCOSX def2/J DEFGRID3
* xyz 0 1
C 6.908 2.513 1.485
C 5.894 1.377 1.588
N 5.098 1.263 0.348
C 3.829 0.611 0.377
C 3.687 -0.704 -0.097
C 2.474 -1.329 -0.092
C 1.306 -0.653 0.332
C 0.048 -1.308 0.268
C -1.226 -0.681 0.227
C -1.397 0.654 -0.209
C -2.637 1.229 -0.283
C -3.791 0.516 0.095
N -5.079 1.145 0.172
C -5.443 1.764 1.475
C -6.886 2.264 1.522
O -7.216 3.040 0.381
C -7.060 2.308 -0.824
C -5.617 1.842 -1.021
C -3.632 -0.824 0.497
C -2.397 -1.410 0.544
C 1.461 0.662 0.837
C 2.688 1.262 0.880
C 5.936 1.204 -0.864
C 6.919 2.373 -0.877
O 7.701 2.405 0.309
H 6.411 3.490 1.466
H 7.592 2.514 2.344
H 6.405 0.422 1.751
H 5.214 1.531 2.433
H 4.559 -1.220 -0.459
H 2.387 -2.343 -0.445
H 0.061 -2.385 0.196
H -0.536 1.197 -0.556
H -2.742 2.243 -0.628
H -5.277 1.014 2.258
H -4.746 2.586 1.667
H -7.605 1.438 1.583
H -7.053 2.898 2.403
H -7.765 1.467 -0.794
H -7.381 2.963 -1.644
H -4.971 2.693 -1.256
H -5.555 1.146 -1.865
H -4.512 -1.392 0.745
H -2.299 -2.440 0.844
H 0.602 1.181 1.225
H 2.795 2.258 1.274
H 6.476 0.252 -0.881
H 5.290 1.231 -1.750
H 7.609 2.319 -1.729
H 6.391 3.332 -0.951
C -1.243 -5.998 -1.059
S 0.411 -5.633 -1.743
N 0.090 -4.140 -2.330
O 1.321 -5.583 -0.569
O 0.600 -6.615 -2.842
H -1.277 -7.009 -0.666
H -1.472 -5.304 -0.257
H -2.002 -5.899 -1.828
H 0.656 -3.735 -3.007
*
```

---

Result of the stability comparison: #A is the most stable of them.

---

#A
DFT (wB97M-V/def2-TZVPD) results for a single C5H13N2O molecule.

Calculated values
E_HOMO (alpha / beta) = -4.03 / -7.45 eV

The geometry in ORCA input format:
```
! wB97M-V def2-TZVPD RIJCOSX def2/J DEFGRID3
* xyz 0 2
O -0.801 1.362 -2.415
C -1.428 0.344 -1.900
C -1.035 -0.045 -0.477
C -0.055 -1.184 -0.363
C 0.394 -1.497 1.063
C 2.199 0.087 1.685
N 0.792 -0.294 1.824
N -0.485 1.192 0.132
H -2.247 -0.224 -2.355
H -1.945 -0.275 0.040
H 0.816 -0.989 -0.974
H -0.416 -2.145 -0.741
H 1.219 -2.210 1.016
H -0.456 -1.897 1.609
H 2.341 1.100 2.088
H 2.507 0.082 0.651
H 2.866 -0.552 2.229
H 0.584 -0.444 2.783
H -0.066 0.917 1.024
H 0.214 1.627 -0.470
H -1.212 1.833 0.317
*
```

---

#B
DFT (wB97M-V/def2-TZVPD) results for 2 unconnected molecules or ions with the total composition C5H13N2O.

Calculated values
E_HOMO (alpha / beta) = -5.06 / -9.59 eV

The geometry in ORCA input format:
```
! wB97M-V def2-TZVPD RIJCOSX def2/J DEFGRID3
* xyz 0 2
C 2.222 -0.545 -2.473
C 2.437 -0.681 -0.975
C 0.720 -1.030 0.816
N 1.307 -1.367 -0.355
H 2.118 -1.519 -2.952
H 1.316 0.037 -2.664
H 3.062 -0.022 -2.921
H 3.332 -1.275 -0.762
H 2.534 0.292 -0.488
H -0.010 -1.702 1.230
H 1.007 -0.118 1.302
H 0.973 -2.163 -0.871
C -2.106 0.870 2.539
N -2.693 1.469 1.486
C -2.328 1.153 0.114
O -1.219 0.051 2.482
H -2.520 1.229 3.505
H -3.444 2.102 1.687
H -1.249 1.254 -0.003
H -2.857 1.835 -0.549
H -2.603 0.131 -0.148
*
```

---

#C
DFT (wB97M-V/def2-TZVPD) results for 2 unconnected molecules or ions with the total composition C5H13N2O.

Calculated values
E_HOMO (alpha / beta) = -8.94 / -8.81 eV

The geometry in ORCA input format:
```
! wB97M-V def2-TZVPD RIJCOSX def2/J DEFGRID3
* xyz 0 2
C -1.782 0.605 0.027
C -1.986 -0.405 0.859
N -2.386 -0.153 2.211
N -1.324 0.566 -1.298
H -1.949 1.603 0.443
H -1.844 -1.460 0.629
H -1.672 -0.405 2.890
H -3.257 -0.620 2.447
H -0.276 0.791 -1.420
H -1.854 1.215 -1.860
C 1.819 -0.128 -1.429
O 1.113 1.060 -1.374
C 1.659 -0.981 -0.155
C 2.514 -0.440 0.983
H 2.882 0.111 -1.545
H 1.495 -0.705 -2.306
H 1.919 -2.013 -0.399
H 0.603 -0.982 0.118
H 2.247 -0.872 1.948
H 2.340 0.634 1.065
H 3.573 -0.654 0.838
*
```

---

Result of the stability comparison: #B is the most stable of them.

---

#A
DFT (wB97M-V/def2-TZVPD) results for 2 unconnected molecules or ions with the total composition C5H13N2O.

Calculated values
E_HOMO (alpha / beta) = -5.62 / -9.72 eV

The geometry in ORCA input format:
```
! wB97M-V def2-TZVPD RIJCOSX def2/J DEFGRID3
* xyz 0 2
C -0.310 0.575 2.247
N 0.530 -0.464 2.020
C 0.033 -1.831 2.068
O -1.519 0.497 2.204
H 0.195 1.537 2.433
H 1.494 -0.316 2.267
H -0.817 -1.892 2.746
H 0.809 -2.512 2.401
H -0.352 -2.124 1.090
C 1.363 1.268 -2.246
C 0.488 0.629 -1.175
C -1.917 -0.061 -1.193
N -0.678 0.021 -1.781
H 1.659 0.520 -2.983
H 0.815 2.064 -2.752
H 2.251 1.709 -1.796
H 1.097 -0.129 -0.663
H 0.125 1.338 -0.434
H -2.707 -0.584 -1.705
H -2.089 0.389 -0.230
H -0.471 -0.632 -2.519
*
```

---

#B
DFT (wB97M-V/def2-TZVPD) results for 2 unconnected molecules or ions with the total composition C5H13N2O.

Calculated values
E_HOMO (alpha / beta) = -2.78 / -8.80 eV

The geometry in ORCA input format:
```
! wB97M-V def2-TZVPD RIJCOSX def2/J DEFGRID3
* xyz 0 2
C -0.633 -1.804 -0.864
O 0.041 -1.925 0.421
C 0.125 -0.820 -1.718
C 0.984 -1.216 -2.684
H -1.670 -1.439 -0.699
H -0.663 -2.762 -1.371
H 1.007 -1.920 0.222
H -0.053 0.229 -1.482
H 1.585 -0.479 -3.258
H 1.120 -2.293 -2.846
C -0.742 1.234 1.393
C 0.452 1.856 1.144
N 0.545 3.101 0.570
N -0.735 -0.070 2.062
H -1.671 1.680 1.085
H 1.377 1.355 1.425
H 1.361 3.207 -0.036
H -0.276 3.342 0.038
H -1.681 -0.297 2.355
H -0.131 -0.089 2.891
H -0.339 -0.891 1.352
*
```

---

Result of the stability comparison: #A is the most stable of them.

---

#A
DFT (wB97M-V/def2-TZVPD) results for 2 unconnected molecules or ions with the total composition C5H16N3.

Calculated values
E_HOMO = -13.56 eV

The geometry in ORCA input format:
```
! wB97M-V def2-TZVPD RIJCOSX def2/J DEFGRID3
* xyz 1 1
C -1.861 -1.933 0.727
C -0.408 -1.603 -1.233
N -1.396 -1.161 -0.431
N 0.241 -2.746 -0.996
N -0.100 -0.936 -2.333
H -1.598 -0.173 -0.423
H -0.130 -3.454 -0.397
H 1.242 -2.856 -1.038
H -0.628 -0.117 -2.587
H 0.398 -1.383 -3.083
H -1.501 -2.948 0.676
H -2.937 -2.063 0.546
H -1.777 -1.426 1.683
C 0.630 2.564 0.965
C 0.837 1.341 1.835
C 1.247 2.402 -0.420
H 0.876 3.522 1.439
H -0.430 2.849 0.869
H -0.032 0.920 2.353
H 1.307 0.443 1.413
H 0.697 3.043 -1.100
H 1.502 1.397 -0.754
H 1.532 1.542 2.663
H 2.288 2.777 -0.374
*
```

---

#B
DFT (wB97M-V/def2-TZVPD) results for 2 unconnected molecules or ions with the total composition C5H16N3.

Calculated values
E_HOMO = -13.69 eV

The geometry in ORCA input format:
```
! wB97M-V def2-TZVPD RIJCOSX def2/J DEFGRID3
* xyz 1 1
C -1.797 -1.903 0.260
C -1.129 -0.043 -1.422
N -1.642 -0.440 -0.190
N -1.009 -0.998 -2.437
N -1.072 1.346 -1.645
H -1.868 0.291 0.499
H -1.229 -1.930 -2.145
H -0.413 -0.885 -3.245
H -1.241 1.985 -0.914
H -0.816 1.828 -2.531
H -1.259 -1.908 1.230
H -1.514 -2.601 -0.469
H -2.943 -2.097 0.473
C 1.121 0.972 1.210
C 1.490 -0.406 1.973
C 2.158 1.351 0.237
H 0.680 1.786 1.935
H 0.121 1.086 0.697
H 2.542 -0.514 1.831
H 1.316 -0.199 3.088
H 3.134 1.545 0.811
H 1.993 2.286 -0.313
H 1.050 -1.247 1.578
H 2.328 0.695 -0.509
*
```

---

Result of the stability comparison: #A is the most stable of them.